Record 1
{"formula": "C6H23NO5", "method": "wB97M-V/def2-TZVPD", "elements": ["C", "C", "N", "C", "C", "C", "C", "O", "H", "H", "H", "H", "H", "H", "H", "H", "H", "H", "H", "H", "H", "H", "H", "H", "H", "O", "H", "H", "O", "H", "H", "O", "H", "H", "O"], "positions_angstrom": [[1.99173, 0.21678, 2.42752], [1.57210, -0.68313, 1.32708], [0.43796, -0.10729, 0.48515], [0.65712, 1.11671, -0.40796], [0.98318, -1.90842, -1.24997], [-0.09572, -1.17943, -0.44315], [-0.87994, -2.27961, 0.35679], [-2.31611, -2.17789, 0.29292], [1.30639, 0.21445, 3.30877], [1.94742, 1.33156, 2.12159], [2.95852, -0.00950, 2.87632], [0.84309, -1.55060, 1.86128], [2.42527, -1.20388, 0.63233], [0.17086, 1.93921, 0.16652], [1.69772, 1.32490, -0.47556], [0.20203, 0.90291, -1.33128], [1.71062, -1.14017, -1.43724], [0.59190, -2.42598, -2.12539], [1.33747, -2.73403, -0.65031], [-0.95499, -0.60979, -1.06211], [-0.75722, -3.33067, -0.03904], [-0.41260, -2.20811, 1.44211], [-2.64758, -1.37743, 0.49064], [-0.00738, 0.13532, -4.35277], [0.41952, -0.29606, -3.11010], [-0.31614, -0.28836, -3.59774], [-0.96514, 0.24668, 2.07132], [-1.76055, 1.37796, 2.93217], [-1.82352, 0.74069, 2.24898], [-0.29618, 2.96352, -2.01928], [-0.84184, 3.54805, -0.75977], [-0.22686, 3.65946, -1.35401], [-1.85554, 1.28474, -0.00776], [-2.73326, 2.60746, 0.00878], [-2.36236, 1.89997, -0.62682]], "mulliken_charge": [-1.120, 0.108, 0.183, -1.556, -2.519, 0.495, -0.236, -0.545, 0.293, 0.231, 0.384, -0.100, 0.271, 0.421, 0.235, 0.751, 0.596, 0.400, 0.551, 0.601, 0.321, 0.077, 0.292, 0.299, 0.203, -0.536, 0.312, 0.272, -0.664, 0.314, 0.278, -0.603, 0.345, 0.316, -0.669], "e_homo_ev": -9.00, "multiplicity": 1, "relative_energy_ev": 4.276, "lumo_ha": 0.0164, "smiles": "CCN(C)[C@@H](C)CO.O.O.O.O"}



Record 2
{"formula": "C6H10O", "method": "wB97M-V/def2-TZVPD", "elements": ["C", "C", "C", "C", "C", "O", "C", "H", "H", "H", "H", "H", "H", "H", "H", "H", "H"], "positions_angstrom": [[-1.93011, -0.35365, 0.61115], [-1.18504, 0.19559, -0.58902], [0.03433, 1.07141, -0.26865], [1.05526, -0.02654, -0.10100], [2.43638, 0.11374, 0.34580], [1.43478, -0.35169, 1.24766], [0.56784, -1.08804, -1.03823], [-1.23730, -0.74339, 1.36296], [-2.51503, 0.45096, 1.07530], [-2.62690, -1.14773, 0.32528], [-1.87045, 0.63534, -1.32407], [0.28369, 1.72017, -1.11358], [-0.08884, 1.67913, 0.63281], [3.18055, -0.62541, 0.04540], [2.83899, 1.10555, 0.55972], [0.33566, -1.99275, -0.44677], [-0.71381, -0.64269, -1.32476]], "mulliken_charge": [-1.156, 0.007, -0.775, 1.022, -0.586, -0.490, -0.963, 0.301, 0.353, 0.320, 0.436, 0.275, 0.367, 0.252, 0.231, 0.220, 0.186], "e_homo_ev": -8.29, "multiplicity": 1, "relative_energy_ev": 4.917, "lumo_ha": 0.0137}



Record 3
{"formula": "C26H38AsN6O8S2Zn", "method": "wB97M-V/def2-TZVPD", "elements": ["Zn", "N", "N", "C", "N", "S", "H", "H", "H", "H", "H", "O", "C", "C", "O", "O", "C", "C", "C", "C", "C", "C", "C", "C", "C", "C", "C", "C", "H", "H", "H", "H", "H", "H", "H", "H", "H", "H", "H", "C", "C", "S", "O", "O", "C", "C", "N", "C", "N", "C", "C", "N", "O", "O", "C", "H", "H", "H", "H", "H", "H", "H", "H", "H", "H", "H", "H", "H", "C", "As", "C", "C", "O", "H", "H", "H", "H", "H", "H", "H", "H", "H"], "positions_angstrom": [[-0.30695, 0.21578, 0.21970], [-0.67112, -0.58314, 2.44290], [-0.18764, 0.15105, 3.52819], [0.75176, 1.11045, 3.29745], [1.29028, 1.64685, 4.39954], [1.21164, 1.60935, 1.76862], [-1.63586, -0.84493, 2.60372], [-0.11833, -1.41727, 2.25201], [-0.15393, -0.32060, 4.42220], [0.95505, 1.43514, 5.32461], [1.96225, 2.38617, 4.29051], [-1.77404, -0.67621, -1.26139], [-1.34200, -1.94798, -1.75769], [-0.06941, -2.34289, -0.93696], [0.70980, -3.16492, -1.38400], [0.04384, -1.75989, 0.20982], [-2.46017, -2.95381, -1.50095], [-2.46103, -3.78813, -0.38908], [-3.55024, -4.60889, -0.12707], [-4.64964, -4.60250, -0.97264], [-4.65220, -3.77622, -2.08895], [-3.56376, -2.95849, -2.35152], [-1.02844, -1.82441, -3.24214], [-1.15150, -0.60571, -3.89680], [-0.86811, -0.50184, -5.25426], [-0.45338, -1.61551, -5.96621], [-0.34037, -2.84012, -5.31745], [-0.63328, -2.94725, -3.96770], [-2.72662, -0.68309, -1.06785], [-1.60312, -3.81209, 0.27178], [-3.53190, -5.26668, 0.73234], [-5.49089, -5.25458, -0.77563], [-5.49314, -3.78781, -2.77182], [-3.56207, -2.32605, -3.23196], [-1.47760, 0.26597, -3.34855], [-0.98072, 0.45362, -5.75130], [-0.23308, -1.53733, -7.02298], [-0.03040, -3.71866, -5.86847], [-0.54556, -3.90244, -3.46894], [-7.10905, -1.40607, 0.22401], [-6.85614, -0.66628, -1.07945], [-5.49143, 0.45993, -0.99600], [-5.30586, 1.07649, -2.28112], [-4.37922, -0.23991, -0.37586], [-5.96881, 1.73537, 0.16661], [-5.11352, 2.99666, -0.00407], [-3.69032, 2.72916, -0.23677], [-2.87056, 2.04972, 0.59833], [-1.72751, 1.75438, 0.00727], [-1.78890, 2.25374, -1.26500], [-2.99382, 2.84414, -1.42986], [-3.44799, 3.52858, -2.60815], [-2.80626, 3.33014, -3.61464], [-4.40834, 4.27136, -2.51243], [-3.23255, 1.65833, 1.98449], [-7.91912, -2.11917, 0.07933], [-7.40645, -0.72978, 1.02630], [-6.21916, -1.95437, 0.52925], [-7.71145, -0.09089, -1.43545], [-6.54706, -1.34565, -1.87788], [-5.88781, 1.29487, 1.15912], [-7.01193, 1.99179, -0.02248], [-5.21505, 3.61851, 0.88482], [-5.45952, 3.57108, -0.85464], [-0.97389, 2.14902, -1.96015], [-3.94098, 2.35700, 2.42710], [-2.33090, 1.65221, 2.59487], [-3.67412, 0.65902, 1.98956], [2.34566, -0.88975, -3.37187], [2.38772, 0.09135, -1.73496], [3.13383, -1.03609, -0.38188], [3.55311, 1.59434, -1.96035], [0.87449, 0.68962, -1.32469], [3.37068, -1.08684, -3.68565], [1.82349, -0.30527, -4.12624], [1.81815, -1.82719, -3.20330], [4.14516, -1.31095, -0.68066], [2.51010, -1.92483, -0.28975], [3.15790, -0.48680, 0.55781], [4.54903, 1.26159, -2.24878], [3.60286, 2.13887, -1.01895], [3.14184, 2.24162, -2.73247]], "mulliken_charge": [1.703, -0.358, -0.483, 0.622, -0.465, -0.441, 0.272, 0.295, 0.251, 0.188, 0.227, 1.112, 3.552, -1.527, -0.640, -0.432, -0.488, -0.569, -0.918, -0.630, -0.824, 0.003, -0.913, -0.146, -0.951, -0.507, -0.956, 0.123, -0.361, 0.516, 0.456, 0.444, 0.488, 0.483, 0.298, 0.445, 0.427, 0.444, 0.448, -1.101, -0.515, 1.496, -0.928, -0.893, -0.844, -1.214, 0.214, 0.675, 0.174, -1.048, -0.071, 1.221, -0.618, -0.688, -1.495, 0.410, 0.331, 0.218, 0.537, 0.303, 0.448, 0.592, 0.420, 0.391, 0.918, 0.479, 0.250, 0.075, -0.959, 0.601, -1.043, -1.096, -0.691, 0.519, 0.298, 0.234, 0.487, 0.292, 0.318, 0.428, 0.330, 0.362], "e_homo_ev": -10.75, "multiplicity": 1, "relative_energy_ev": 0.000, "lumo_ha": -0.0913, "charge": 1}



What is the formula in the second record? C6H10O